1.
This record from the Open Molecules 2025 dataset describes C18H31GeIO9PtS2 as an isolated structure. The level of theory is ωB97M-V/def2-TZVPD.

CARTESIAN COORDINATES (ANGSTROEM)
Pt1 0.057 -0.535 -0.016
C1 -1.021 3.064 0.632
C2 -0.141 2.378 1.664
C3 1.335 2.603 1.374
C4 -0.490 2.842 3.076
O1 -0.449 0.970 1.598
Ge1 -0.084 -0.489 2.848
O2 -1.150 -1.420 1.485
C5 -2.623 -1.508 1.688
C6 -3.372 -0.887 0.528
C7 -3.010 -0.804 2.985
C8 -2.937 -2.991 1.817
O3 1.237 -0.945 1.526
C9 2.582 -1.560 1.531
C10 2.552 -2.758 0.602
C11 3.603 -0.521 1.108
C12 2.805 -1.991 2.973
H1 -0.836 4.139 0.631
H2 -0.805 2.680 -0.368
H3 -2.076 2.895 0.851
H4 1.566 3.668 1.432
H5 1.952 2.083 2.109
H6 1.600 2.245 0.379
H7 -0.342 3.918 3.167
H8 -1.534 2.624 3.307
H9 0.150 2.356 3.816
H10 -3.077 0.150 0.371
H11 -3.217 -1.451 -0.390
H12 -4.440 -0.911 0.748
H13 -2.798 0.267 2.949
H14 -4.084 -0.914 3.130
H15 -2.520 -1.248 3.854
H16 -2.695 -3.532 0.904
H17 -2.379 -3.431 2.644
H18 -4.002 -3.123 2.010
H19 2.396 -2.460 -0.436
H20 3.504 -3.286 0.657
H21 1.758 -3.445 0.903
H22 3.386 -0.122 0.121
H23 3.636 0.301 1.824
H24 4.589 -0.984 1.077
H25 2.067 -2.735 3.279
H26 3.795 -2.436 3.071
H27 2.759 -1.137 3.651
O4 1.570 -1.520 -2.593
S1 1.878 -0.125 -2.506
O5 3.226 0.307 -2.670
O6 1.358 0.440 -1.179
C13 0.879 0.687 -3.746
C14 1.555 1.521 -4.613
C15 0.901 2.102 -5.700
C16 -0.429 1.834 -5.937
C17 -1.137 1.011 -5.065
C18 -0.492 0.448 -3.978
S2 -1.545 -0.424 -2.881
O7 -2.902 -0.277 -3.252
O8 -1.089 -1.937 -3.089
O9 -1.259 0.001 -1.507
H28 2.608 1.690 -4.441
H29 1.449 2.756 -6.363
H30 -0.933 2.269 -6.789
H31 -2.190 0.822 -5.213
I1 -0.693 -3.166 -1.586

- largest force on an atom (hartree/bohr) = 0.019
- multiplicity = 2
- total charge = +1
- lowest unoccupied orbital energy (spin up / spin down) (eV) = -4.78 / -5.31
- E_tot (a.u.) = -4671.6668
- highest occupied orbital energy (spin up / spin down) (eV) = -12.418 / -12.363

Atom charges from the Löwdin analysis, given in e for atoms 1 to 4:
1. Pt 1.3434
2. C -0.0160
3. C -0.6718
4. C -0.0197



2.
This record from the Open Molecules 2025 dataset describes C14H22BF4N2O16Tl as an isolated structure in a non-equilibrium geometry. The level of theory is ωB97M-V/def2-TZVPD.

CARTESIAN COORDINATES (ANGSTROEM)
Tl1 4.980 1.022 1.959
B1 0.534 0.627 0.446
H1 1.051 1.509 0.099
H2 0.458 0.736 1.517
H3 -0.457 0.589 0.021
H4 1.063 -0.267 0.153
C1 -4.342 -4.287 2.234
C2 -5.419 -3.304 2.390
O1 -4.695 -2.353 3.234
C3 -3.575 -2.882 3.769
O2 -2.737 -2.326 4.530
O3 -3.476 -4.123 3.350
F1 -6.435 -3.725 3.209
H5 -3.787 -4.097 1.316
H6 -4.633 -5.335 2.162
H7 -5.805 -2.857 1.474
C4 2.957 -8.400 3.620
C5 2.045 -7.968 4.724
O4 2.287 -6.608 4.872
C6 2.818 -6.185 3.742
O5 2.850 -5.018 3.371
O6 3.252 -7.192 2.955
F2 2.405 -8.511 5.867
H8 2.462 -9.050 2.899
H9 3.905 -8.840 3.931
H10 1.004 -8.248 4.568
C7 5.203 2.835 -8.204
C8 5.281 4.257 -7.708
O7 4.888 4.149 -6.391
C9 4.929 2.861 -6.027
O8 4.888 2.459 -4.840
O9 5.174 2.050 -7.061
F3 4.315 5.014 -8.282
H11 6.106 2.652 -8.786
H12 4.442 2.678 -8.969
H13 6.268 4.677 -7.898
C10 -4.851 3.720 4.247
C11 -3.802 3.652 3.128
O10 -3.582 5.014 2.913
C12 -3.834 5.677 4.039
O11 -3.690 6.880 4.194
O12 -4.330 4.793 4.981
F4 -4.314 2.907 2.136
H14 -4.851 2.835 4.883
H15 -5.821 4.020 3.849
H16 -2.993 3.061 3.556
C13 -1.436 -2.402 -4.009
N1 -0.143 -2.271 -4.789
O13 0.033 -1.304 -5.506
O14 0.731 -3.190 -4.608
H17 -1.235 -2.490 -2.941
H18 -1.970 -3.310 -4.287
H19 -1.961 -1.483 -4.270
C14 0.933 6.730 -1.445
N2 1.428 6.837 -0.031
O15 0.912 7.700 0.687
O16 2.257 6.050 0.425
H20 0.007 6.157 -1.484
H21 1.618 6.161 -2.075
H22 0.690 7.717 -1.839

- largest force on an atom (hartree/bohr) = 0.107
- total charge = +2
- lowest unoccupied orbital energy (eV) = -13.09
- E_tot (a.u.) = -2455.5865
- highest occupied orbital energy (eV) = -14.744

Atom charges from the Löwdin analysis, given in e for atoms 1 to 4:
1. Tl 0.9903
2. B -0.0560
3. H 0.0336
4. H 0.0451



3.
This record from the Open Molecules 2025 dataset describes C8H6NO3S2 as an isolated structure in a non-equilibrium geometry. The level of theory is ωB97M-V/def2-TZVPD.

CARTESIAN COORDINATES (ANGSTROEM)
C1 -0.908 0.781 1.437
C2 0.390 0.961 1.105
C3 -1.734 -0.183 0.804
C4 0.908 0.341 0.050
C5 -1.762 -1.706 -1.314
C6 -1.288 -0.802 -0.410
C7 0.127 -0.485 -0.768
C8 -0.685 -1.890 -2.258
N1 0.368 -1.120 -1.975
O1 -4.419 0.135 -0.140
O2 -3.973 -2.017 1.054
O3 -4.269 0.080 2.345
S1 -0.764 -2.742 -3.786
S2 -4.023 -0.578 1.083
H1 -1.082 1.353 2.257
H2 0.980 1.743 1.686
H3 -2.608 -0.723 1.390
H4 1.979 0.429 -0.188
H5 -2.732 -2.151 -1.364
H6 0.563 -2.350 -4.237

- largest force on an atom (hartree/bohr) = 0.090
- total charge = -1
- lowest unoccupied orbital energy (eV) = 3.09
- E_tot (a.u.) = -1385.2496
- energy relative to the best compared isomer or geometry (same formula, charge and spin) (kJ/mol) = 179.0
- highest occupied orbital energy (eV) = -3.865

Atom charges from the Löwdin analysis, given in e for atoms 1 to 4:
1. C -0.0948
2. C -0.1806
3. C -0.0612
4. C -0.0730



4.
This record from the Open Molecules 2025 dataset describes a 2-piece molecular cluster, C5H12O2 overall in a non-equilibrium geometry. The level of theory is ωB97M-V/def2-TZVPD.

CARTESIAN COORDINATES (ANGSTROEM)
C1 -1.698 -1.062 1.572
C2 -0.654 -1.020 0.455
C3 -0.439 0.278 -0.254
O1 0.256 1.235 1.287
C4 0.669 0.627 -0.979
C5 1.660 -0.356 -1.437
O2 0.406 1.775 -1.768
H1 -1.385 -0.420 2.395
H2 -2.670 -0.719 1.213
H3 -1.841 -2.085 1.949
H4 0.292 -1.416 0.837
H5 -0.971 -1.610 -0.405
H6 -1.279 0.923 -0.284
H7 -0.094 2.104 1.538
H8 0.941 1.185 0.421
H9 1.191 -0.743 -2.311
H10 2.608 0.127 -1.671
H11 1.829 -1.155 -0.704
H12 1.180 2.333 -1.854

- largest force on an atom (hartree/bohr) = 0.049
- total charge = 0
- lowest unoccupied orbital energy (eV) = 0.81
- E_tot (a.u.) = -348.0642
- energy relative to the best compared isomer or geometry (same formula, charge and spin) (kJ/mol) = 369.3
- highest occupied orbital energy (eV) = -7.478

Atom charges from the Löwdin analysis, given in e for atoms 1 to 4:
1. C -0.0944
2. C -0.2312
3. C -0.1284
4. O -0.1112